C3H10NO | the ωB97M-V functional and the def2-TZVPD basis

```
15
Properties=species:S:1:pos:R:3
C -0.60940 -2.43373 -0.69033
N -1.22557 -1.06045 -1.07085
H -1.39215 -3.06375 -0.27236
H 0.06164 -2.17192 0.12483
H -0.22954 -2.86521 -1.61020
H -1.85571 -1.18387 -1.85613
H -1.77306 -0.88665 -0.23708
H -0.48330 -0.38797 -1.25505
C 1.48621 2.48694 1.57085
C 1.18030 1.45723 0.78689
O 0.01810 1.29993 0.06921
H 2.41091 2.60002 2.11003
H 0.82729 3.35795 1.53246
H 1.89873 0.65326 0.64612
H -0.31444 2.19823 0.15159
```

Computed properties:
energy above the lowest of the compared OMol25 structures with the same formula, charge and spin = 30.5 kcal per mole
max |F| = 2.456 eV Å⁻¹
HOMO level = -0.4680 Eh
net charge = +1
gap between HOMO and LUMO = 9.058 eV
E_tot = -250.0052 Ha